Molecular formula: C21H45N3
Method: DFT, ωB97M-V with the def2-TZVPD basis set

ORCA input file:
```
! RIJCOSX wB97M-V def2-TZVPD def2/J DEFGRID3
* xyz 0 1
C 2.414 -2.743 5.874
C 1.147 -2.971 5.060
C 1.355 -2.645 3.582
C 0.089 -2.887 2.762
C 0.256 -2.561 1.260
C -0.454 -3.612 0.397
N -0.176 -3.364 -1.000
C -0.966 -4.130 -1.947
C -0.250 -4.123 -3.299
C -2.454 -3.694 -2.093
N -2.770 -2.577 -2.959
C -2.297 -1.276 -2.539
N -0.253 -1.261 0.861
C 0.427 -0.102 1.404
C -0.001 1.162 0.653
C 0.478 1.126 -0.795
C 0.035 2.377 -1.547
C 0.606 3.637 -0.887
C 0.320 4.939 -1.682
C 1.031 4.876 -3.041
C 0.882 6.151 -0.927
C -1.175 5.163 -1.921
C 0.114 3.676 0.564
C 0.542 2.421 1.323
H 3.221 -3.374 5.507
H 2.732 -1.705 5.802
H 2.244 -2.979 6.922
H 0.834 -4.013 5.158
H 0.343 -2.347 5.458
H 2.159 -3.270 3.186
H 1.668 -1.604 3.486
H -0.200 -3.935 2.874
H -0.728 -2.284 3.168
H 1.319 -2.576 0.997
H -1.532 -3.590 0.641
H -0.078 -4.611 0.645
H -0.254 -2.367 -1.169
H -0.976 -5.161 -1.570
H -0.142 -3.109 -3.674
H -0.802 -4.717 -4.025
H 0.745 -4.543 -3.183
H -3.019 -4.549 -2.477
H -2.851 -3.456 -1.101
H -2.464 -2.771 -3.906
H -2.550 -1.129 -1.489
H -1.217 -1.117 -2.662
H -2.816 -0.517 -3.127
H -1.246 -1.203 1.072
H 1.502 -0.256 1.270
H 0.236 0.041 2.482
H -1.096 1.208 0.657
H 0.081 0.234 -1.281
H 1.568 1.057 -0.810
H 0.370 2.302 -2.582
H -1.055 2.421 -1.545
H 1.698 3.527 -0.857
H 2.094 4.686 -2.910
H 0.616 4.097 -3.673
H 0.916 5.823 -3.565
H 0.291 6.377 -0.043
H 0.864 7.029 -1.569
H 1.911 5.974 -0.623
H -1.594 4.382 -2.550
H -1.723 5.188 -0.983
H -1.327 6.116 -2.424
H 0.517 4.545 1.082
H -0.976 3.745 0.582
H 1.633 2.369 1.354
H 0.184 2.480 2.354
*
```

Its SMILES is CCCC[C@@H](CN[C@H](C)CNC)NC[C@H]1CC[C@H](C(C)(C)C)CC1. The lowest unoccupied orbital energy comes out at 0.801 eV. For the energy above the lowest of the compared OMol25 structures with the same formula, charge and spin, the calculation gives 0.166 eV. For the largest force on an atom, the calculation gives 0.0121 hartree/bohr. The HOMO energy is -0.2924 hartree.

Atom charges from the Mulliken analysis, given in e for atoms 1 to 4: atom 1 (C): -1.3155, atom 2 (C): -0.3721, atom 3 (C): -0.3789, atom 4 (C): -1.1578

=====

Molecular formula: C21H46InNOP3S
Method: DFT, ωB97M-V with the def2-TZVPD basis set

ORCA input file:
```
! RIJCOSX wB97M-V def2-TZVPD def2/J DEFGRID3
* xyz 3 1
In -1.175 0.349 -1.484
P -2.176 2.307 -0.103
P -1.561 -1.764 1.236
P 1.357 0.907 -1.416
H -0.482 -4.848 -1.294
C 0.090 -4.444 -2.135
C 1.328 -3.951 -1.982
H 1.810 -3.887 -1.001
C -3.418 3.214 -1.075
C -2.982 1.885 1.474
C -0.943 3.559 0.381
C -0.317 -3.045 1.099
C -2.089 -1.547 2.937
C -2.989 -2.196 0.236
C 2.335 -0.464 -2.098
C 2.149 1.346 0.160
C 1.718 2.309 -2.518
H -0.377 -4.528 -3.121
H 1.933 -3.651 -2.845
H -3.377 4.282 -0.820
H -4.418 2.817 -0.854
H -3.213 3.086 -2.146
H -3.634 2.714 1.786
H -2.224 1.706 2.250
H -3.595 0.982 1.359
H -1.463 4.507 0.578
H -0.214 3.714 -0.425
H -0.413 3.232 1.287
H -0.722 -3.973 1.530
H 0.573 -2.753 1.673
H -0.018 -3.242 0.059
H -3.185 -1.471 2.980
H -1.645 -0.632 3.350
H -1.765 -2.410 3.535
H -3.143 -3.285 0.274
H -2.848 -1.897 -0.815
H -3.887 -1.697 0.630
H 3.354 -0.113 -2.317
H 1.879 -0.842 -3.022
H 2.377 -1.287 -1.373
H 2.667 2.310 0.057
H 2.884 0.573 0.427
H 1.409 1.419 0.970
H 2.523 2.028 -3.209
H 2.026 3.175 -1.917
H 0.828 2.567 -3.106
C -0.369 -0.008 -4.627
C 0.659 0.490 -5.459
C 1.643 -0.370 -5.928
C 1.599 -1.735 -5.614
C 0.549 -2.241 -4.837
C -0.455 -1.395 -4.383
S -1.463 1.108 -3.883
H -0.972 -0.509 0.823
H 0.660 1.554 -5.698
H 2.450 0.024 -6.547
H 2.373 -2.411 -5.983
H 0.511 -3.298 -4.575
H -1.300 -1.769 -3.803
C 1.976 0.715 5.994
N 1.097 1.266 4.974
C 0.302 2.431 5.296
C 0.945 0.726 3.743
C 1.792 -0.475 3.418
O 0.120 1.229 2.944
H 1.937 1.378 6.863
H 3.014 0.650 5.635
H 1.659 -0.296 6.301
H 0.507 3.251 4.595
H -0.772 2.204 5.249
H 0.566 2.741 6.309
H 1.532 -1.319 4.074
H 1.613 -0.760 2.378
H 2.860 -0.242 3.544
*
```

The lowest unoccupied orbital energy (alpha / beta) comes out at -11.530 / -11.531 eV. For the energy above the lowest of the compared OMol25 structures with the same formula, charge and spin, the calculation gives 1.674 eV. For the largest force on an atom, the calculation gives 0.0587 hartree/bohr. The HOMO energy (alpha / beta) is -0.5969 / -0.5968 hartree.

Atom charges from the Mulliken analysis, given in e for atoms 1 to 4: atom 1 (In): 0.8006, atom 2 (P): 0.8964, atom 3 (P): 1.2212, atom 4 (P): 1.0045

=====

> Which of these has the lowest energy above the lowest of the compared OMol25 structures with the same formula, charge and spin?

C21H45N3

=====

> Number 2 is which compound?

C21H46InNOP3S